# C20H29N2S2

An isolated ion of composition C20H29N2S2 and charge +1 at a distorted geometry (wB97M-V/def2-TZVPD, the OMol25 dataset).

Summary:
Spin multiplicity: 1
Frontier orbital gap: 7.52 eV
Net charge: +1
LUMO energy: -4.0 eV

Last column: natural (NBO) charge in e.
CARTESIAN COORDINATES (ANGSTROEM)
C (-2.832, -1.288, 4.529)  -0.414
N (-2.093, -0.454, 3.590)  -0.435
C (-0.677, -0.512, 3.794)  -0.234
C (0.036, 0.481, 2.919)  -0.230
N (-0.349, 0.396, 1.470)  -0.301
C (0.460, 0.969, 0.568)  0.550
C (1.539, 1.826, 1.120)  -0.516
C (2.235, 2.793, 0.129)  -0.399
C (1.172, 3.438, -0.776)  -0.408
C (0.452, 2.382, -1.624)  -0.417
C (0.187, 0.994, -0.971)  -0.329
C (0.708, -0.160, -2.146)  -0.232
C (0.184, -1.546, -1.790)  -0.126
C (1.072, -2.347, -1.128)  -0.176
C (0.601, -3.558, -0.577)  -0.203
C (-0.735, -3.967, -0.751)  -0.214
C (-1.560, -3.135, -1.528)  -0.179
C (-1.070, -1.953, -2.080)  -0.246
S (-0.165, 0.444, -3.642)  0.258
C (1.311, 0.561, -4.729)  -0.532
C (2.616, 0.603, -3.930)  -0.547
S (2.470, -0.043, -2.247)  0.263
C (-1.793, 0.266, 1.244)  -0.247
C (-2.463, -0.705, 2.214)  -0.229
H (-3.912, -1.124, 4.402)  0.214
H (-2.629, -2.378, 4.408)  0.177
H (-2.566, -1.011, 5.560)  0.214
H (-0.490, -0.249, 4.820)  0.230
H (-0.270, -1.504, 3.610)  0.175
H (-0.175, 1.498, 3.304)  0.224
H (1.111, 0.304, 2.988)  0.228
H (1.109, 2.498, 1.886)  0.249
H (2.332, 1.234, 1.619)  0.271
H (2.953, 2.222, -0.485)  0.223
H (2.780, 3.585, 0.652)  0.233
H (1.614, 4.177, -1.457)  0.232
H (0.426, 3.963, -0.160)  0.198
H (1.011, 2.348, -2.587)  0.234
H (-0.568, 2.713, -1.839)  0.233
H (-0.804, 0.632, -1.127)  0.238
H (2.125, -2.128, -1.031)  0.226
H (1.271, -4.185, 0.004)  0.221
H (-1.115, -4.868, -0.258)  0.230
H (-2.591, -3.450, -1.663)  0.223
H (-1.736, -1.433, -2.774)  0.241
H (1.348, -0.269, -5.484)  0.239
H (1.209, 1.490, -5.323)  0.244
H (3.391, 0.061, -4.498)  0.250
H (2.992, 1.645, -3.870)  0.223
H (-2.332, 1.224, 1.345)  0.227
H (-2.006, -0.121, 0.220)  0.241
H (-2.216, -1.755, 1.918)  0.176
H (-3.569, -0.605, 2.162)  0.231

# C20H29N3O3

One molecule with the formula C20H29N3O3 at a distorted geometry (wB97M-V/def2-TZVPD, the OMol25 dataset).

Summary:
Spin multiplicity: 1
Frontier orbital gap: 8.98 eV
Net charge: 0
LUMO energy: 0.8 eV

Last column: natural (NBO) charge in e.
CARTESIAN COORDINATES (ANGSTROEM)
C (-0.778, -3.729, -1.994)  -0.652
C (-0.393, -3.177, -0.666)  0.277
C (-1.040, -3.162, 0.533)  -0.321
C (-0.189, -2.477, 1.436)  -0.303
C (0.918, -2.123, 0.726)  0.278
C (2.178, -1.453, 1.166)  -0.274
N (2.703, -0.510, 0.183)  -0.438
C (4.141, -0.372, 0.283)  -0.220
C (4.644, 0.331, -0.969)  -0.212
N (3.959, 1.591, -1.099)  -0.606
C (2.720, 1.846, -0.641)  0.679
O (2.161, 2.895, -0.901)  -0.635
C (2.069, 0.800, 0.265)  -0.140
C (0.577, 0.752, -0.081)  -0.545
C (-0.305, 0.629, 1.151)  0.733
O (0.163, 0.576, 2.277)  -0.675
N (-1.643, 0.598, 0.936)  -0.455
C (-2.507, 0.437, 2.086)  -0.423
C (-2.241, 0.831, -0.371)  -0.034
C (-3.641, 0.257, -0.477)  -0.223
C (-4.099, -0.273, -1.804)  -0.416
C (-3.834, -1.216, -0.673)  -0.423
C (-2.268, 2.311, -0.766)  -0.241
C (-1.584, 3.385, 0.025)  -0.415
C (-3.078, 3.331, -0.020)  -0.426
O (0.802, -2.553, -0.551)  -0.415
H (-0.037, -4.450, -2.335)  0.226
H (-1.744, -4.220, -1.920)  0.228
H (-0.838, -2.935, -2.738)  0.221
H (-1.996, -3.592, 0.754)  0.224
H (-0.377, -2.267, 2.469)  0.235
H (2.936, -2.230, 1.315)  0.209
H (1.982, -0.974, 2.136)  0.227
H (4.596, -1.362, 0.340)  0.209
H (4.442, 0.205, 1.176)  0.170
H (5.721, 0.512, -0.901)  0.201
H (4.447, -0.304, -1.843)  0.191
H (4.347, 2.287, -1.720)  0.405
H (2.155, 1.207, 1.293)  0.226
H (0.327, 1.686, -0.590)  0.286
H (0.401, -0.077, -0.766)  0.242
H (-3.101, -0.473, 1.992)  0.200
H (-1.866, 0.360, 2.963)  0.251
H (-3.171, 1.293, 2.209)  0.189
H (-1.625, 0.305, -1.109)  0.212
H (-4.384, 0.781, 0.109)  0.220
H (-5.121, -0.095, -2.100)  0.217
H (-3.403, -0.258, -2.628)  0.209
H (-4.675, -1.693, -0.192)  0.214
H (-2.951, -1.835, -0.724)  0.222
H (-2.253, 2.431, -1.843)  0.221
H (-1.067, 4.164, -0.513)  0.227
H (-1.099, 3.112, 0.949)  0.221
H (-3.600, 3.033, 0.876)  0.205
H (-3.609, 4.076, -0.594)  0.216

# C20H29N3O3S

One molecule with the formula C20H29N3O3S at a distorted geometry (wB97M-V/def2-TZVPD, the OMol25 dataset).

Summary:
Spin multiplicity: 1
Frontier orbital gap: 9.61 eV
Net charge: 0
LUMO energy: 0.6 eV

Last column: natural (NBO) charge in e.
CARTESIAN COORDINATES (ANGSTROEM)
O (0.643, 3.971, 3.109)  -0.659
C (0.813, 3.082, 2.290)  0.706
C (0.547, 3.352, 0.817)  -0.503
C (-0.647, 2.560, 0.258)  -0.467
C (-0.274, 1.734, -0.915)  0.488
N (0.911, 1.416, -1.319)  -0.337
N (0.767, 0.666, -2.435)  -0.314
C (-0.498, 0.556, -2.661)  0.484
C (-1.185, -0.104, -3.795)  -0.463
C (-0.242, -0.946, -4.657)  -0.391
C (-0.043, -2.394, -4.191)  -0.196
C (0.457, -2.487, -2.751)  -0.415
C (0.748, -3.938, -2.380)  -0.396
C (-0.503, -4.794, -2.552)  -0.396
C (-1.021, -4.697, -3.983)  -0.392
C (-1.307, -3.243, -4.351)  -0.403
O (-1.227, 1.216, -1.723)  -0.415
N (1.226, 1.850, 2.659)  -0.438
C (1.511, 1.603, 4.072)  -0.253
C (0.314, 1.838, 5.017)  -0.068
O (0.348, 3.081, 5.647)  -0.735
C (1.585, 0.793, 1.739)  -0.274
C (0.545, -0.281, 1.607)  -0.198
C (0.572, -1.340, 0.753)  -0.273
C (-0.566, -2.171, 0.867)  -0.242
C (-1.443, -1.730, 1.800)  -0.419
S (-0.896, -0.292, 2.572)  0.424
H (1.439, 3.143, 0.225)  0.252
H (0.344, 4.421, 0.749)  0.247
H (-1.069, 1.904, 1.025)  0.248
H (-1.449, 3.234, -0.048)  0.244
H (-2.014, -0.699, -3.406)  0.230
H (-1.626, 0.691, -4.405)  0.237
H (-0.634, -0.970, -5.676)  0.208
H (0.728, -0.447, -4.678)  0.230
H (0.726, -2.826, -4.842)  0.199
H (1.354, -1.876, -2.638)  0.227
H (-0.303, -2.091, -2.074)  0.191
H (1.102, -3.996, -1.348)  0.203
H (1.541, -4.324, -3.025)  0.197
H (-0.281, -5.835, -2.306)  0.208
H (-1.280, -4.447, -1.865)  0.188
H (-1.929, -5.293, -4.092)  0.207
H (-0.271, -5.102, -4.667)  0.194
H (-2.099, -2.866, -3.701)  0.189
H (-1.664, -3.186, -5.382)  0.206
H (1.840, 0.569, 4.159)  0.209
H (2.324, 2.264, 4.398)  0.219
H (0.340, 1.095, 5.819)  0.182
H (-0.621, 1.704, 4.453)  0.161
H (0.406, 3.749, 4.938)  0.498
H (1.781, 1.197, 0.743)  0.263
H (2.521, 0.336, 2.089)  0.219
H (1.374, -1.514, 0.060)  0.232
H (-0.718, -3.059, 0.280)  0.224
H (-2.381, -2.155, 2.097)  0.238

# C20H29N3OP2Pb

C20H29N3OP2Pb as an isolated structure at a distorted geometry (wB97M-V/def2-TZVPD, the OMol25 dataset).

Summary:
Spin multiplicity: 1
Frontier orbital gap (spin up / spin down): 4.54 / 6.61 eV
Net charge: +2
LUMO energy (spin up / spin down): -8.6 / -7.6 eV

Last column: natural (NBO) charge in e.
CARTESIAN COORDINATES (ANGSTROEM)
C (-1.033, 2.335, -3.586)  -0.206
C (-0.302, 1.720, -2.574)  -0.012
C (-0.556, 2.122, -1.223)  0.092
C (-1.666, 2.936, -0.922)  0.015
C (-2.395, 3.517, -1.960)  -0.190
C (-2.047, 3.268, -3.287)  -0.139
C (-2.063, 3.066, 0.520)  -0.467
C (-0.873, 2.991, 1.433)  0.017
C (0.208, 2.175, 1.039)  0.062
C (1.245, 1.851, 1.974)  0.088
C (1.256, 2.532, 3.190)  -0.236
C (0.250, 3.460, 3.516)  -0.131
C (-0.836, 3.650, 2.662)  -0.195
H (-0.827, 2.080, -4.627)  0.234
H (-3.240, 4.167, -1.707)  0.238
H (-2.580, 3.772, -4.090)  0.245
H (-2.607, 4.004, 0.676)  0.260
H (2.053, 2.334, 3.910)  0.235
H (0.302, 4.023, 4.446)  0.244
H (-1.669, 4.307, 2.934)  0.239
N (0.223, 1.604, -0.214)  -0.475
Pb (-1.092, -0.862, 0.289)  1.056
C (0.704, 0.616, -2.817)  -0.736
H (1.621, 0.845, -2.255)  0.266
H (0.920, 0.509, -3.886)  0.266
C (2.266, 0.806, 1.594)  -0.747
H (2.698, 1.066, 0.616)  0.260
H (3.063, 0.746, 2.349)  0.257
P (0.189, -1.046, -2.180)  1.049
P (1.616, -0.919, 1.321)  0.907
C (1.656, -1.559, 3.035)  -0.953
H (1.434, -2.637, 3.032)  0.249
H (2.645, -1.393, 3.491)  0.258
H (0.884, -1.047, 3.621)  0.250
C (3.094, -1.773, 0.652)  -0.941
H (3.923, -1.769, 1.380)  0.266
H (2.825, -2.814, 0.418)  0.256
H (3.414, -1.285, -0.279)  0.244
C (-1.217, -1.451, -3.260)  -0.970
H (-0.950, -1.251, -4.305)  0.263
H (-1.471, -2.512, -3.130)  0.263
H (-2.091, -0.848, -2.983)  0.256
C (1.453, -2.214, -2.773)  -0.954
H (1.215, -3.213, -2.386)  0.269
H (1.459, -2.246, -3.870)  0.272
H (2.446, -1.931, -2.406)  0.257
H (-2.753, 2.226, 0.771)  0.239
H (-1.298, -0.610, 2.168)  -0.162
N (-1.464, -3.710, 2.141)  -0.810
C (-1.255, -4.094, 0.864)  0.796
N (-1.487, -5.395, 0.586)  -0.784
O (-0.851, -3.315, -0.048)  -0.750
H (-1.842, -4.381, 2.796)  0.425
H (-1.300, -2.743, 2.415)  0.414
H (-1.398, -5.714, -0.365)  0.432
H (-1.897, -5.993, 1.294)  0.416

Per-record molecular weight, g mol⁻¹: 361.60; 359.47; 391.54; 596.62